one) # C2H11NO3

A cluster of 3 separate species, C2H11NO3 in total (ωB97M-V/def2-TZVPD, the Open Molecules 2025 dataset).

```
17
C2H11NO3 ωB97M-V/def2-TZVPD
O -2.8189 -1.2749 0.4357
O -2.1044 1.5357 -0.7293
N 1.8161 -0.6913 0.3963
H -2.0287 2.3109 -1.2952
H 2.2922 1.3309 -0.1345
H -2.5025 -0.7250 -0.2958
H 1.7433 0.3430 -1.4564
H -1.2355 1.1259 -0.7757
H -0.2119 0.3175 2.0028
H -2.9916 -2.0708 -0.0671
H 2.1021 -0.3404 1.3082
O -0.1523 0.5380 1.0721
C 2.3469 0.3215 -0.5497
H 3.3872 0.0985 -0.7664
H -0.0464 -1.4501 1.0193
H 0.0366 -0.7416 -0.5982
C 0.3679 -0.6277 0.4340
```

orbital gap: 10.22 eV
LUMO energy: 0.702 eV
SMILES string: CNCO.O.O
HOMO: -9.520 eV

two) # C2H11NO3

A cluster of 3 separate species, C2H11NO3 in total (ωB97M-V/def2-TZVPD, the Open Molecules 2025 dataset).

```
17
C2H11NO3 ωB97M-V/def2-TZVPD
O -0.5791 2.3427 0.4160
C 0.4175 -0.7760 -0.2363
H 0.9821 -0.0311 -0.8055
C 0.8732 -0.8323 1.2924
H -1.1174 2.8015 1.0683
O -0.0315 0.1351 1.9099
N 0.4931 -2.1010 -0.8366
H -0.4010 -2.5309 -1.0218
H -0.5344 -0.2713 -0.0984
H 0.5624 -1.8471 1.5432
H 1.9099 -0.5255 1.5254
H -1.2411 1.8964 -1.5281
H -0.2349 1.5034 0.7742
H -0.0230 -0.0570 2.8523
O -0.8285 1.5323 -2.3168
H 0.9224 -2.0119 -1.7544
H -1.1696 0.7727 -2.7838
```

orbital gap: 10.35 eV
LUMO energy: 0.711 eV
SMILES string: NCCO.O.O
HOMO: -9.635 eV

Order from most stable to least stable according to the calculation: one), two)

one) # C5H20O5

A cluster of 5 separate species, C5H20O5 in total (ωB97M-V/def2-TZVPD, the Open Molecules 2025 dataset).

```
30
C5H20O5 ωB97M-V/def2-TZVPD
C 2.2319 0.0513 3.8269
C 2.2160 2.7227 -0.5161
H 1.3651 3.0125 -1.1326
H 2.0577 1.1243 3.9072
H 0.8017 -0.8713 4.9569
C -0.2707 -0.9951 0.6900
H -1.3208 -1.1481 0.9388
O 0.3578 0.0258 1.4905
H -3.0773 -1.9568 -0.5690
H -2.4737 -1.6430 -2.1509
H -0.9924 0.1078 -2.7713
H 0.6908 0.6620 -2.9566
H 2.8201 -0.1916 2.9419
H 2.9275 -0.2388 4.6144
O 2.2204 1.3144 -0.2108
H -4.2272 -1.7248 -1.9027
H -0.2563 -0.7572 -0.3737
C -3.2706 -2.1650 -1.6214
H -1.3656 2.0752 -2.1305
O -3.3065 -3.5865 -1.8613
C -0.3442 0.8449 -3.2453
H -4.1056 -3.9580 -1.4805
H 2.2985 3.4683 0.2748
H 3.0544 2.8558 -1.1998
O -0.7354 2.1517 -2.8506
O 1.0633 -0.8166 4.0349
H 1.4979 1.0500 0.3635
H 0.3859 -0.2980 2.3939
H -0.4715 0.8315 -4.3277
H 0.2287 -1.9477 0.8671
```

orbital gap: 10.31 eV
LUMO energy: 0.589 eV
SMILES string: CO.CO.CO.CO.CO
HOMO: -9.722 eV

two) # C5H20O5

A cluster of 5 separate species, C5H20O5 in total (ωB97M-V/def2-TZVPD, the Open Molecules 2025 dataset).

```
30
C5H20O5 ωB97M-V/def2-TZVPD
H 13.5518 15.4776 5.1728
C 13.6067 10.8145 3.6009
H 16.3958 11.2526 6.7544
C 14.3374 15.1062 4.5148
H 13.9428 15.0926 3.4988
H 13.6918 11.4104 12.8354
H 13.7084 9.6492 2.1088
H 16.6519 8.7370 9.0831
H 15.4766 13.5619 4.1974
C 17.2827 8.6904 9.9708
O 15.2515 12.8178 7.6388
O 18.6882 8.3926 9.8008
H 15.3007 11.0135 11.1066
C 14.5615 10.2813 11.4316
O 13.4388 10.8756 12.0794
H 17.2533 9.5030 10.6966
H 19.1771 8.7485 10.5464
H 12.8756 11.1727 4.3257
H 14.2455 9.6598 10.5938
H 15.1427 15.8406 4.5058
C 15.5436 11.4556 7.4029
H 15.0783 9.5520 12.0554
H 14.0287 11.7004 3.1263
H 14.6839 11.2184 6.7762
H 15.5588 10.8360 8.2995
H 14.3895 10.3197 4.1759
H 15.3932 13.2854 6.8125
O 14.7629 13.7776 4.8021
H 16.8513 7.8342 10.4894
O 12.9856 10.1020 2.5494
```

orbital gap: 10.27 eV
LUMO energy: 0.533 eV
SMILES string: CO.CO.CO.CO.CO
HOMO: -9.741 eV

Order from most stable to least stable according to the calculation: one), two)

one) # C4H9N3

An isolated molecule of C4H9N3 (ωB97M-V/def2-TZVPD, the Open Molecules 2025 dataset).

```
16
C4H9N3 ωB97M-V/def2-TZVPD
H -2.4094 0.9442 0.1490
C -1.7504 -1.1132 0.4484
N 1.5231 1.7430 0.8625
C -1.5376 0.3085 0.0477
N 1.9729 0.8851 0.0732
C 0.9361 0.2489 -0.7283
H -2.7901 -1.3980 0.2740
C -0.4222 0.8768 -0.3968
H -1.5371 -1.2391 1.5138
H 2.3057 2.1842 1.3740
H 1.9589 -1.4911 -0.9374
H -1.1140 -1.7829 -0.1223
H -0.4424 1.9232 -0.6591
N 1.0727 -1.1777 -0.5566
H 1.0608 -1.4115 0.4313
H 1.1731 0.4995 -1.7733
```

orbital gap: 9.97 eV
LUMO energy: 0.885 eV
SMILES string: [H]/N=N/[C@@H](N)/C=C\C
HOMO: -9.083 eV

two) # C4H9N3

A structure of composition C4H9N3 (ωB97M-V/def2-TZVPD, the Open Molecules 2025 dataset).

```
16
C4H9N3 ωB97M-V/def2-TZVPD
H 1.3816 -0.3856 1.8804
C 0.8726 0.5045 1.5136
N -0.8031 -0.1419 -2.0299
H 0.5233 1.7958 -0.5991
H -0.8648 1.7492 0.6066
H 1.6386 -1.7162 -1.0570
H 0.1563 0.7707 2.2894
C 0.2332 -1.0723 0.0812
N 1.2081 -1.8525 -0.1441
N -1.1526 -1.0559 0.2737
H -1.4832 -0.8535 -2.2792
C -0.1444 1.1945 0.0130
H -1.1256 0.6623 -2.5530
H -1.5228 -0.7792 1.1749
H 1.7023 1.2042 1.4617
C -0.6197 -0.0240 -0.6322
```

orbital gap: 8.61 eV
LUMO energy: 0.624 eV
HOMO: -7.986 eV

Order from most stable to least stable according to the calculation: one), two)

one) # C4H9N3

An isolated molecule of C4H9N3 (ωB97M-V/def2-TZVPD, the Open Molecules 2025 dataset).

```
16
C4H9N3 ωB97M-V/def2-TZVPD
H -2.3716 0.6377 0.4492
C -0.2580 -0.7733 -0.6711
H -0.7038 -0.8958 -2.6360
N -0.8124 -0.3077 -1.8252
H 2.2671 1.7993 0.0161
N 0.6928 0.8524 0.9238
C -1.6172 0.3078 1.1620
H 0.5075 -2.2492 0.2996
H -0.8614 0.6849 -1.9769
H 2.0628 0.1135 -0.5410
C -0.2885 0.1956 0.4823
N 0.1685 -1.9688 -0.6153
C 1.9901 0.7886 0.3207
H -1.5519 1.0126 1.9857
H -1.9212 -0.6683 1.5380
H 2.6974 0.4708 1.0881
```

orbital gap: 10.21 eV
LUMO energy: 0.966 eV
SMILES string: [H]/N=C(N)\C(C)=N/C
HOMO: -9.245 eV

two) # C4H9N3

A cluster of 2 separate species, C4H9N3 in total (ωB97M-V/def2-TZVPD, the Open Molecules 2025 dataset).

```
16
C4H9N3 ωB97M-V/def2-TZVPD
H -1.2709 -1.6441 -0.6553
H -1.3925 -1.3779 1.2825
C 1.0095 0.4768 0.0603
C -1.7341 -1.0694 0.3356
H -1.9253 1.6238 -0.2103
N -0.9601 1.9974 -0.1234
N 1.2222 -0.0818 1.3331
H 0.5234 0.2062 2.0576
H 2.1544 -0.9503 -1.2600
C -0.1397 1.0907 -0.1030
H -2.8194 0.0247 -0.7926
H 1.7915 0.6399 -1.9964
H 2.9481 0.4736 -0.5165
N -2.7602 -0.3591 0.1790
H 1.3466 -1.0990 1.4110
C 2.0064 0.0487 -1.0015
```

orbital gap: 8.59 eV
LUMO energy: 0.770 eV
SMILES string: CC(N)=C=N.C=N
HOMO: -7.824 eV

Order from most stable to least stable according to the calculation: one), two)